Entry 1:
Here is a structure of composition C5H14N2 in a non-equilibrium geometry from the Open Molecules 2025 dataset. Energies are from ωB97M-V/def2-TZVPD.

XYZ file:
```
21
C5H14N2 (ωB97M-V/def2-TZVPD)
H -1.475 -1.907 0.482
H 1.577 -1.305 -1.341
C 1.196 0.318 0.865
N 1.516 0.723 -0.516
H 2.114 0.205 1.467
H 0.479 3.258 -2.118
H -1.656 -0.300 -1.696
H 1.248 3.103 -2.018
C -0.746 -1.221 0.095
H -2.376 1.141 0.868
H -0.576 0.695 -0.781
H -0.446 -0.593 2.173
H -0.285 -1.833 -0.674
C 0.235 -0.831 1.278
H 0.869 1.250 1.378
H 2.930 -0.903 -0.079
C -1.466 -0.093 -0.607
N -2.580 0.614 -0.004
H 0.808 -1.686 1.620
H -3.359 -0.070 0.267
C 1.990 -0.565 -0.657
```

**Orbital gap**: 8.26 eV
**HOMO level**: -8.390 eV


Entry 2:
Here is a cluster of 2 separate species, C2H4BrNS in total in a non-equilibrium geometry from the Open Molecules 2025 dataset. Energies are from ωB97M-V/def2-TZVPD.

XYZ file:
```
9
C2H4BrNS (ωB97M-V/def2-TZVPD)
H -0.849 1.526 -0.237
N -0.986 0.581 -0.031
H 0.590 0.221 1.111
C -2.238 0.292 -0.215
C 0.189 -0.186 0.124
H 0.058 -1.373 0.248
Br -3.045 -1.365 0.013
H 1.086 -0.060 -0.657
S -3.486 2.544 0.016
```

**Orbital gap (alpha / beta)**: 7.13 / 7.11 eV
**HOMO level (alpha / beta)**: -8.151 / -8.085 eV


Entry 3:
Here is a cluster of 3 separate species, C3O4 in total in a non-equilibrium geometry from the Open Molecules 2025 dataset. Energies are from ωB97M-V/def2-TZVPD.

XYZ file:
```
7
C3O4 (ωB97M-V/def2-TZVPD)
O -0.084 -2.869 1.739
O 1.497 3.248 0.172
O 0.532 1.555 -1.031
O -1.519 -0.669 -0.973
C 0.962 2.449 -0.460
C -0.673 -2.774 0.760
C -0.715 -0.939 -0.206
```

**Orbital gap**: 11.39 eV
**HOMO level**: -11.218 eV


Entry 4:
Here is an isolated molecule of C2H4N2O2 in a non-equilibrium geometry from the Open Molecules 2025 dataset. Energies are from ωB97M-V/def2-TZVPD.

XYZ file:
```
10
C2H4N2O2 (ωB97M-V/def2-TZVPD)
H 2.588 -0.887 -0.098
C 0.801 0.319 -0.027
H -2.542 0.588 0.248
H 0.853 -1.623 -0.211
O -0.897 -1.411 -0.039
O 1.031 1.516 -0.019
N -1.535 0.802 0.100
C -0.615 -0.265 -0.015
H -1.234 1.800 -0.122
N 1.550 -0.840 0.183
```

**Orbital gap**: 10.54 eV
**HOMO level**: -9.958 eV
**SMILES string**: NC(=O)C(N)=O